Record 1
The following is a quantum chemistry calculation of a cluster of 6 separate species, C36H32O15S in total, from the OMol25 dataset.

Geometry as XYZ:
```
84
Properties=species:S:1:pos:R:3:forces:R:3:mulliken_charge:R:1
S -0.63346 3.94292 2.43997 0.417 -0.273 0.968 1.2537
O 0.57436 3.99849 3.17934 1.590 -0.173 -0.262 -0.6885
O -0.70672 -4.18180 3.76117 -0.015 0.000 -0.033 -0.5556
O 1.95948 8.13974 2.35034 0.024 0.026 0.032 -0.5551
O 0.58842 -0.63375 -1.47056 0.054 0.169 -0.151 -0.5649
O -1.75127 4.40492 3.16600 -1.842 0.108 0.060 -0.5923
O -1.65341 -3.41987 -1.39502 -0.012 -0.009 0.020 -0.5607
O -3.06040 -7.35025 -1.05262 0.006 -0.129 0.034 -0.6203
O -1.92705 -11.31684 2.26816 -0.014 0.026 -0.019 -0.5371
O -3.51333 3.93379 0.81369 0.445 3.396 -0.301 -0.5165
O -4.15778 2.37792 2.25776 -0.914 -0.489 -0.117 -0.2338
O -0.44342 4.86962 1.16260 -0.088 -0.828 -0.315 -0.5312
O 0.22344 -0.08099 -6.72651 0.021 0.002 0.032 -0.5568
O 3.02813 7.09292 7.43182 0.014 0.040 -0.028 -0.5496
O 7.65127 -1.26432 -5.47707 -0.027 0.019 0.007 -0.5387
O 3.87285 2.43474 -5.19362 -0.048 -0.035 0.023 -0.5641
C -1.68136 -9.19374 -0.56252 0.047 -0.056 -0.005 -0.4062
C 1.75360 6.63422 4.15052 -0.020 0.110 -0.045 -0.1599
C 0.50157 -0.51156 -2.67891 0.026 0.047 -0.026 0.5255
C 2.78186 7.32896 6.26701 -0.017 -0.085 0.073 0.2825
C 2.20184 7.89735 3.51419 -0.017 -0.026 0.000 0.3524
C -0.07966 -1.47575 -4.85453 0.007 0.002 0.067 -0.4422
C -1.43499 -3.59124 -0.21268 0.034 0.023 0.072 0.0454
C 5.36266 1.02926 -4.03422 0.030 -0.043 0.046 -0.3421
C -3.30681 -9.47448 1.77881 -0.050 0.074 0.001 -0.3543
C 6.31078 0.09888 -4.10458 -0.052 0.041 0.051 -0.3348
C -3.59066 -8.47744 0.94494 -0.008 -0.007 0.067 -0.2714
C 3.23040 8.59315 5.63019 0.018 0.065 -0.045 -0.3958
C -2.18627 -10.41051 1.50799 0.029 -0.075 0.046 0.3441
C -0.92199 -4.00683 2.58068 0.051 -0.011 0.120 0.1604
C 4.73954 1.58830 -5.25894 -0.030 0.045 -0.005 0.4890
C -1.39649 -10.19121 0.27049 0.015 0.050 -0.066 -0.3663
C -3.59476 1.77912 -0.02843 0.336 -0.710 0.440 -0.9805
C -2.27288 1.01110 0.15735 0.035 -0.030 -0.227 -0.4999
C 2.96136 8.85749 4.35498 0.040 0.049 0.039 -0.4065
C -5.19254 3.15773 2.86648 -0.050 0.508 1.061 -0.8295
C 5.21422 1.07226 -6.56588 0.039 -0.038 -0.053 -0.3992
C -0.67170 -2.59680 0.58304 0.016 0.193 0.119 -0.0694
C 0.79800 0.89652 -4.66411 0.020 0.103 0.011 -0.4756
C -0.43541 -2.79367 1.87912 -0.039 -0.002 -0.096 -0.5406
C 6.78650 -0.41814 -5.41222 0.065 -0.056 -0.014 0.3507
C 0.30618 -0.20938 -5.52427 -0.033 -0.022 -0.072 0.2835
C 0.00997 -1.61665 -3.53400 0.037 -0.126 -0.051 -0.3116
C -2.80030 -8.26014 -0.29107 -0.044 -0.031 -0.083 0.5183
C 6.16237 0.14183 -6.63682 -0.054 0.046 -0.038 -0.3205
C -1.92324 -4.80586 0.48699 -0.056 -0.035 0.013 -0.1948
C -1.68393 -4.99751 1.78194 -0.012 -0.002 -0.082 -0.3595
C -3.76988 2.81649 1.05766 -0.099 -2.375 -0.852 0.7558
C -1.10766 1.97550 0.43007 0.000 -0.726 0.332 -0.3931
C -0.84992 2.21020 1.94281 -0.335 0.643 -1.124 -1.1389
C 0.88750 0.75491 -3.34472 0.010 0.047 0.024 -0.3017
C 2.02406 6.37220 5.42678 -0.001 0.012 -0.042 -0.3437
H 1.24392 1.54986 -2.70088 0.010 -0.016 0.011 0.5517
H -2.35258 0.22873 0.91392 0.029 0.126 0.169 0.3197
H 0.05323 1.67593 2.21470 0.121 0.255 0.300 0.6202
H 1.20095 5.94474 3.52664 0.103 0.088 0.066 0.5747
H -2.47877 -5.51830 -0.10982 0.020 0.130 -0.044 0.5712
H 4.74756 1.49284 -7.44759 -0.029 0.023 0.030 0.4208
H -0.20484 1.52389 0.02282 0.069 0.132 -0.103 0.3942
H -5.26614 4.16772 2.47114 0.280 -0.059 -0.239 0.3679
H -6.16618 2.67498 2.78529 0.155 -0.293 -0.259 0.2886
H -1.67538 1.86880 2.56330 -0.064 0.052 0.035 0.4180
H 6.77683 -0.32153 -3.22252 0.028 -0.024 -0.029 0.4129
H -0.26897 -2.53068 -3.02736 -0.047 0.041 0.055 0.3478
H -3.49548 2.30478 -0.97177 -0.247 0.265 -0.014 0.3745
H 1.07739 1.81355 -5.16775 0.031 -0.026 -0.026 0.4279
H -4.40330 -7.78448 1.12534 0.002 0.011 -0.042 0.4272
H -1.26915 4.85098 0.64172 -0.014 0.255 0.197 0.3766
H -1.11700 -9.01672 -1.46926 -0.030 0.034 -0.009 0.4246
H 3.78307 9.27892 6.26007 -0.006 -0.031 0.036 0.4014
H -2.04432 0.49332 -0.77498 -0.152 -0.086 -0.051 0.1581
H -2.03064 -5.87705 2.31122 0.017 0.018 0.042 0.4833
H -0.43565 -2.27052 -5.49758 0.005 0.019 -0.025 0.4456
H 0.11918 -2.08342 2.47987 -0.003 -0.027 0.037 0.4885
H 1.70538 5.45565 5.90709 0.001 0.004 0.006 0.4433
H 3.27939 9.77383 3.87342 -0.018 -0.016 -0.033 0.4122
H 6.52171 -0.24820 -7.58053 0.028 -0.026 0.024 0.4077
H -0.58418 -10.88337 0.08927 -0.010 -0.019 0.042 0.4110
H 5.00290 1.41962 -3.09047 -0.021 0.030 -0.022 0.4251
H -4.45654 1.11371 -0.07661 0.057 -0.091 0.072 0.3888
H -0.32070 -1.71217 0.05805 -0.075 -0.264 0.028 0.6272
H -1.29789 2.88567 -0.13465 0.114 0.116 0.099 0.3719
H -3.87178 -9.65051 2.68537 0.028 -0.036 0.008 0.4091
H -4.95509 3.24767 3.92297 0.071 -0.035 0.035 0.2501
```
Positions in Å, forces in eV/Å.

Energy in a.u.: -2917.6078
SMILES: COC(=O)CCCCS(=O)(=O)O.O=C1C=CC(=O)C=C1.O=C1C=CC(=O)C=C1.O=C1C=CC(=O)C=C1.O=C1C=CC(=O)C=C1.O=C1C=CC(=O)C=C1

---

Record 2
The following is a quantum chemistry calculation of the molecule C36H33BF6O2, from the OMol25 dataset.

Geometry as XYZ:
```
78
Properties=species:S:1:pos:R:3:forces:R:3:mulliken_charge:R:1
F 2.22014 -3.32326 2.01246 0.565 0.764 0.339 -0.2838
F 3.28793 -2.52370 3.75920 -0.218 0.167 -1.028 -0.2688
F 3.23903 3.04907 2.87959 -0.717 -0.248 0.633 -0.2658
F 1.25327 3.55484 3.68421 0.808 -0.639 -0.027 -0.2838
F 2.66330 2.38220 4.89621 -0.264 0.254 -0.974 -0.2672
F 3.96190 -2.00852 1.72739 -0.754 -0.266 0.613 -0.2663
O -2.48658 0.99462 2.33688 0.191 -0.458 -0.421 -0.5013
O -2.20973 -1.36536 2.17202 -0.412 0.648 -0.826 -0.6318
C -1.19745 0.84748 -0.80978 -0.925 -1.145 0.586 0.3982
C 0.41386 0.77356 -3.59886 0.076 -0.395 -0.140 0.8762
C -5.29255 2.09621 -4.90337 0.147 0.127 0.161 -0.6463
C -0.89126 1.24302 -3.56280 -0.444 -0.152 -0.005 -1.4997
C 0.41253 3.89731 -3.65730 0.047 0.299 0.263 -0.4444
C -1.98650 -0.00793 0.00092 -0.276 0.589 -3.592 -1.1527
C -0.56369 6.06338 -2.18536 0.087 -0.320 -0.060 -1.0711
C -1.89843 0.54964 -4.25778 0.411 -0.148 -0.016 0.3400
C -1.62841 -0.61394 -4.97563 -0.012 0.227 0.345 -0.4107
C 0.69759 -0.38783 -4.34187 -0.183 0.088 0.141 -1.1777
C -1.67449 2.14339 -1.32646 -0.820 -0.054 1.829 -1.5182
C -1.83106 -1.24380 4.54353 0.208 0.114 0.262 -1.8982
C 1.19422 5.04765 -3.49728 -0.288 0.008 0.026 -0.8032
C 2.84587 -2.21332 2.49810 0.324 -0.500 0.087 0.6711
C 2.19244 2.56622 3.62220 0.157 0.488 0.275 0.6807
C -3.38738 0.39153 3.24480 -0.388 -0.797 0.371 1.6556
C -1.51251 2.44142 -2.81216 0.016 0.380 -1.629 2.9659
C -0.77757 3.76806 -2.94398 0.092 0.104 -0.109 0.2833
C 0.72311 6.11919 -2.73494 -0.093 -0.005 -0.276 -0.5948
C -3.91620 -2.16856 3.62539 -0.240 0.030 0.053 -1.9237
C -4.78162 0.41051 2.63443 -0.235 -0.056 -0.109 -2.0454
C 2.47289 0.18010 3.01541 -0.132 -0.026 0.000 -1.1432
C -3.82696 3.54394 -3.58180 -0.402 -0.225 0.000 -0.1625
C -2.84085 -1.11663 3.40710 -0.446 0.546 0.327 1.8862
C -3.41471 1.19350 4.53438 0.072 0.028 0.213 -1.9060
C -4.33438 1.07945 -4.87904 0.102 0.243 0.275 -0.8204
C 0.33376 1.23734 2.56946 0.860 0.102 0.185 -0.1126
C 1.95343 -1.00264 2.51079 0.039 -0.388 -0.142 0.0671
C -3.14298 1.31738 -4.20144 -0.164 0.319 0.039 -0.3310
C 0.64248 -1.08250 2.04367 0.805 0.076 0.175 -1.0175
C -0.16221 0.04495 2.07566 -1.003 0.090 -0.865 0.1505
C 1.64476 1.28962 3.04506 -0.042 0.438 0.077 -0.0392
C -2.91161 2.50641 -3.48374 0.158 -0.440 -0.504 0.1504
C -5.02659 3.32894 -4.28808 0.249 -0.237 0.067 -0.9152
C -1.29165 4.87228 -2.25026 0.448 0.408 0.085 -0.3380
C -0.31722 -1.08842 -5.00908 0.037 0.149 0.129 -0.7556
B -1.75491 -0.06791 1.68778 1.425 -0.229 2.228 0.8036
H 0.74249 3.09071 -4.30945 0.038 0.253 0.274 0.6648
H -0.20352 0.52563 -1.11351 0.048 0.055 0.297 0.6545
H -3.78299 2.20476 4.32542 0.057 -0.161 0.026 0.4540
H -2.24838 4.80416 -1.72211 0.448 0.013 -0.150 0.4841
H -2.45736 -1.11477 -5.47568 0.378 -0.036 -0.018 0.3872
H 1.21287 1.29963 -3.07296 -0.172 -0.221 -0.144 0.6488
H 1.34238 7.01072 -2.60481 -0.263 -0.295 -0.074 0.3724
H -6.23345 1.93990 -5.42946 0.210 0.087 0.132 0.3938
H -0.08675 -2.00544 -5.55438 0.002 0.316 0.149 0.4029
H -4.44402 -1.96790 4.56633 -0.015 -0.093 -0.175 0.3416
H -2.35574 -1.22759 5.50816 0.216 0.048 -0.138 0.4084
H -4.63654 -2.19414 2.80237 0.123 0.000 0.151 0.3592
H 2.17367 5.08541 -3.97237 -0.236 0.114 0.090 0.4017
H -3.61688 4.51810 -3.14901 -0.215 -0.213 -0.100 0.3518
H 1.72386 -0.75103 -4.38627 -0.259 0.071 0.010 0.4060
H -0.99672 6.93331 -1.69086 0.217 -0.254 -0.006 0.4070
H -1.15230 2.91168 -0.72193 -0.006 -0.257 -0.168 0.5481
H -3.44801 -3.15670 3.70235 -0.045 0.180 -0.017 0.4616
H -3.06054 0.21627 -0.15532 0.515 -0.052 0.500 0.6014
H -1.30272 -2.20176 4.45518 -0.135 0.175 -0.023 0.4259
H -2.42006 1.27828 4.98423 -0.197 -0.013 -0.086 0.3428
H 0.26991 -2.03402 1.68166 -0.099 0.121 0.057 0.6973
H -4.47649 0.11672 -5.37073 -0.136 0.353 -0.035 0.4059
H -4.82004 -0.18968 1.71707 -0.026 0.089 0.163 0.3329
H 3.49158 0.22940 3.38735 -0.119 -0.004 -0.021 0.4721
H -5.75373 4.13973 -4.35745 0.211 -0.259 -0.006 0.4124
H -2.73189 2.22176 -1.03155 0.277 0.139 -0.107 0.3172
H -1.77224 -1.05925 -0.26161 0.279 0.244 0.584 0.2047
H -5.05252 1.44274 2.38646 0.064 -0.131 0.022 0.4652
H -1.08229 -0.44192 4.52940 -0.165 -0.200 0.031 0.2544
H -4.09636 0.72491 5.25699 0.161 0.105 -0.086 0.3599
H -5.51900 0.02373 3.34782 0.049 0.038 -0.211 0.3666
H -0.28069 2.12937 2.61355 -0.071 -0.170 0.015 0.7607
```
Positions in Å, forces in eV/Å.

Energy in a.u.: -2166.2269

---

Calculated largest force on an atom in order - 3.4; 3.7 eV/A